(1)
A structure of composition C48H120AsBeF7N8O16, computed with the ωB97M-V functional and the def2-TZVPD basis.

Properties
Lowest unoccupied orbital energy   0.2 eV
Strongest force on any atom   3.760 eV/A
HOMO energy   -8.4 eV
DFT total energy   -176660.747 eV

XYZ file:
```
201
Properties=species:S:1:pos:R:3:forces:R:3:lowdin_charge:R:1
Be -15.9475 -24.6954 -6.3760 -2.8 -0.5 -0.8 0.0236
F -15.2412 -24.7066 -5.2075 1.8 0.6 2.2 -0.1877
As -19.6810 -27.3016 -9.1793 -1.1 0.1 0.4 0.8026
F -18.8979 -26.7146 -7.6668 -0.6 -0.3 -0.8 -0.2778
F -18.4560 -26.4093 -10.0460 0.2 -0.2 0.1 -0.2655
F -20.3148 -27.9517 -10.6522 0.0 0.3 0.2 -0.2508
F -20.9839 -28.0660 -8.2328 1.3 0.5 -0.6 -0.2768
F -20.7031 -25.8672 -9.3236 0.6 -0.6 0.4 -0.2809
F -18.6501 -28.7185 -9.1043 -0.2 0.4 0.4 -0.2677
C -14.6465 -22.6649 -7.2219 -0.6 -1.5 0.8 0.0387
O -15.8560 -23.4135 -7.3849 0.4 0.8 0.3 -0.2325
C -17.0006 -22.5779 -7.3610 -1.6 -0.8 -1.2 -0.1433
C -18.1039 -23.5569 -7.1084 -1.5 -0.2 -1.1 -0.1491
N -17.7701 -24.2462 -5.8504 -0.2 0.1 -0.1 0.0053
C -18.9484 -24.9988 -5.3034 -0.3 0.3 -1.0 -0.1229
C -19.5880 -24.2367 -4.1374 1.7 0.1 1.7 -0.2257
O -20.7470 -24.8295 -3.6561 -0.4 -0.5 0.3 -0.1718
C -20.5930 -25.9259 -2.7795 0.9 1.0 1.5 -0.0913
H -13.9686 -23.4239 -6.8648 0.9 0.2 -0.3 0.0849
H -14.8740 -22.0352 -6.3919 0.5 1.2 0.3 0.0791
H -14.4402 -22.2323 -8.1689 0.6 0.7 -0.5 0.1116
H -17.1164 -22.1228 -8.3352 0.1 0.3 -0.3 0.1495
H -17.0341 -21.8224 -6.6056 0.7 0.3 0.7 0.0884
H -18.1430 -24.3235 -7.9511 0.2 0.7 1.1 0.1384
H -19.1197 -23.0683 -7.1874 1.0 -0.2 0.6 0.1432
H -17.4095 -23.6186 -5.1053 -0.7 0.0 -0.7 0.1335
H -18.5823 -25.9858 -5.0564 -0.2 0.0 0.4 0.0711
H -19.7234 -25.1317 -6.1203 1.0 0.2 0.9 0.1439
H -19.9261 -23.2479 -4.3748 0.2 0.7 -0.8 0.0889
H -18.7961 -24.0359 -3.2746 -1.2 -0.7 -1.4 0.1481
H -20.6654 -25.5991 -1.6869 -0.1 -0.2 -1.3 0.1072
H -19.6105 -26.3951 -2.8605 0.0 -0.1 -0.3 0.0661
H -21.3591 -26.6275 -2.9928 -0.7 -0.7 -0.1 0.0775
C -12.1577 -25.6702 -6.3455 0.4 1.5 -0.7 -0.1332
O -12.2825 -26.9831 -6.7728 1.1 -1.4 0.5 -0.1904
C -11.9827 -27.9529 -5.7203 -0.3 0.5 -1.0 -0.1744
C -11.5669 -29.1857 -6.4669 -0.6 1.2 -1.8 -0.1829
N -12.6471 -29.7445 -7.3054 0.6 -1.0 1.2 -0.0157
C -13.4502 -30.7685 -6.5971 0.3 -0.2 -0.4 -0.2010
C -14.4622 -31.3212 -7.5826 -0.3 -0.9 1.4 -0.2661
O -15.4158 -30.3444 -7.8148 -0.2 0.1 -0.9 -0.2258
C -16.2166 -30.7026 -8.9449 -0.5 1.2 0.6 -0.0702
H -13.0605 -25.4008 -5.8552 -1.1 0.8 0.3 0.0532
H -11.9392 -25.0296 -7.2462 -0.5 -0.5 0.7 0.1185
H -11.3598 -25.4060 -5.6450 0.0 -0.8 -0.1 0.0672
H -12.8843 -28.0656 -5.1498 -0.4 -0.2 0.6 0.0915
H -11.1911 -27.5990 -5.0747 0.3 0.3 0.2 0.1091
H -11.1286 -29.9385 -5.8929 0.5 -1.3 1.3 0.0987
H -10.7618 -28.7977 -7.1052 -0.1 -0.4 -0.3 0.1132
H -13.2695 -28.9949 -7.5065 -0.5 0.7 -0.5 0.0664
H -13.8934 -30.4129 -5.6486 -0.2 0.0 -0.3 0.1009
H -12.8456 -31.6285 -6.3138 0.5 0.1 0.0 0.1146
H -14.9901 -32.2464 -7.1876 0.7 0.7 -0.2 0.1399
H -13.9319 -31.5931 -8.4980 0.1 0.0 -0.1 0.1190
H -16.8973 -31.5295 -8.6620 0.4 0.2 -0.5 0.1024
H -15.5937 -30.8952 -9.8352 -0.2 -0.2 0.4 0.0974
H -16.7961 -29.7866 -9.1012 -0.2 -0.6 -0.4 0.0616
C -10.5211 -26.9633 -2.0567 -0.7 0.2 -0.4 -0.0977
O -11.8977 -26.9314 -2.4964 1.1 -0.9 1.3 -0.1999
C -12.6807 -27.6400 -1.5275 0.0 -0.3 0.4 -0.2352
C -14.0999 -27.2365 -1.7441 0.2 0.6 -0.2 -0.2011
N -14.2537 -25.8363 -1.2748 -0.7 0.0 -1.4 0.0030
C -15.5845 -25.3173 -1.7223 0.3 0.8 2.1 -0.1749
C -16.7663 -25.8623 -0.9314 -0.4 0.4 -0.3 -0.2183
O -16.9974 -27.2260 -1.2493 0.2 0.1 1.2 -0.2225
C -17.7589 -27.8358 -0.1934 0.9 -1.7 -1.5 -0.0666
H -10.1349 -27.9694 -1.8472 -0.2 -0.2 -0.6 0.0869
H -10.4358 -26.4794 -1.0774 0.1 0.5 -0.2 0.0867
H -9.9637 -26.4718 -2.8645 0.2 -0.2 0.5 0.0722
H -12.4082 -27.3464 -0.4905 0.1 0.0 -0.5 0.1222
H -12.5500 -28.7426 -1.5876 0.1 0.5 -0.3 0.1318
H -14.8075 -27.9010 -1.2795 -0.1 -0.1 0.4 0.1118
H -14.2706 -27.3064 -2.8242 -0.2 0.0 -0.2 0.1109
H -13.5763 -25.3244 -1.8714 -0.4 -0.1 0.6 0.0841
H -15.7866 -25.4789 -2.7484 0.0 -0.3 -1.4 0.0790
H -15.5962 -24.2118 -1.5731 0.1 -0.6 0.0 0.1130
H -17.6910 -25.3589 -1.2353 0.0 0.6 -0.2 0.1057
H -16.7082 -25.6782 0.1539 0.5 -0.4 -0.3 0.1051
H -17.7420 -28.9149 -0.5346 -0.4 1.0 0.9 0.1108
H -18.7705 -27.4568 -0.2075 -0.5 0.1 0.2 0.0770
H -17.2856 -27.7068 0.7943 -0.2 0.0 -0.5 0.0581
C -15.5721 -25.7624 -8.7174 -0.2 0.5 -0.7 -0.0258
O -15.9412 -25.9045 -7.3683 0.3 -2.1 0.9 -0.1992
C -15.8364 -27.3724 -6.9801 -0.3 0.8 -0.1 -0.0312
C -15.4990 -27.5349 -5.4846 2.1 0.2 -2.2 -0.2352
N -16.6291 -27.3670 -4.7069 -3.0 0.3 2.3 -0.0222
C -17.8553 -28.2358 -4.9103 1.8 -0.6 -0.1 -0.1273
C -17.4758 -29.7203 -4.9508 0.3 1.3 1.2 -0.1842
O -17.3551 -30.0576 -3.5624 0.5 -0.1 0.1 -0.2062
C -16.6838 -31.2897 -3.5241 0.7 0.1 1.1 -0.1244
H -14.4723 -25.6920 -8.7928 -0.4 -0.2 -0.2 0.1198
H -16.0549 -24.8414 -9.0292 0.3 -0.2 -0.6 0.0977
H -16.0234 -26.5943 -9.2494 0.3 0.0 -0.4 0.1023
H -15.1276 -27.7626 -7.6879 0.8 -0.2 0.3 0.1003
H -16.7752 -27.7861 -7.3400 -0.3 -0.1 0.5 0.1095
H -14.7018 -26.7532 -5.2998 -1.1 -0.8 0.2 0.1134
H -14.9586 -28.4921 -5.3609 -0.2 -0.1 -0.2 0.0958
H -16.4522 -27.3095 -3.6988 0.1 -0.1 -0.6 0.0922
H -18.3877 -27.9095 -5.7739 -0.4 0.1 -0.7 0.0799
H -18.4843 -28.1541 -4.0383 -0.2 0.5 0.3 0.1075
H -16.4630 -29.7839 -5.3825 -0.6 -0.5 -0.4 0.0939
H -18.2098 -30.4319 -5.3398 0.1 0.4 -0.7 0.1351
H -15.5461 -31.1735 -3.6014 -1.4 -0.2 0.1 0.1082
H -17.0859 -31.8217 -4.3512 0.2 -1.2 -0.8 0.0601
H -16.9751 -31.8416 -2.6135 0.4 0.4 -0.2 0.0914
C -13.7031 -19.6549 -0.2635 0.4 -0.6 -1.8 -0.0906
O -14.1092 -18.5681 -1.0984 0.2 0.2 0.3 -0.2086
C -14.7879 -17.6078 -0.2774 -0.7 -1.1 0.2 -0.2242
C -15.0674 -16.3129 -0.9979 1.0 0.1 0.4 -0.2185
N -13.7521 -15.7516 -1.2416 0.1 0.8 -1.2 -0.0532
C -13.8980 -14.6481 -2.2202 1.7 0.2 0.4 -0.2075
C -12.5600 -14.0341 -2.7086 -1.2 -1.4 0.6 -0.2218
O -11.8835 -15.0851 -3.3850 0.8 0.4 -0.3 -0.2164
C -10.5237 -14.7322 -3.7325 -1.2 -0.2 0.2 -0.0872
H -14.5632 -20.0070 0.2728 -0.5 -0.4 0.4 0.0427
H -12.9386 -19.3866 0.4704 0.2 0.2 -0.2 0.0947
H -13.3346 -20.4716 -0.9676 -0.3 1.0 1.1 0.0931
H -14.1537 -17.4603 0.6036 -0.1 0.5 0.0 0.1245
H -15.6987 -18.1031 0.0760 -0.3 0.2 0.0 0.1165
H -15.5533 -15.6080 -0.3269 -0.6 -0.2 0.1 0.1218
H -15.6205 -16.3810 -1.9492 -0.3 -0.5 0.4 0.1194
H -13.2103 -16.5465 -1.5877 0.3 0.7 -0.4 0.1035
H -14.4837 -13.8525 -1.7851 -0.1 0.3 0.6 0.1122
H -14.4434 -14.8833 -3.1048 -0.6 -0.9 -0.9 0.0960
H -12.0141 -13.7660 -1.8010 0.3 0.5 -0.2 0.1194
H -12.8169 -13.1909 -3.3809 0.5 -0.2 0.3 0.1281
H -9.9623 -14.5375 -2.8114 0.2 -0.3 -0.1 0.0835
H -10.5432 -13.7904 -4.2841 0.2 -0.1 -0.3 0.0780
H -10.1240 -15.5630 -4.3469 -0.1 0.6 0.5 0.0947
C -8.8954 -26.0675 -6.5156 0.3 -1.0 0.7 -0.1061
O -9.3971 -24.9734 -5.8050 0.5 0.3 0.1 -0.2471
C -8.3913 -24.0955 -5.3007 -0.3 0.2 -1.7 -0.1921
C -9.1178 -22.7430 -5.1033 0.6 -0.4 0.9 -0.1872
N -10.3694 -22.7625 -4.3588 0.1 0.1 -0.1 -0.0452
C -10.3610 -23.3267 -3.0052 0.8 0.9 -1.0 -0.1770
C -11.6274 -23.0405 -2.2652 -0.2 1.2 0.6 -0.2303
O -12.7659 -23.4802 -2.9218 -0.5 -1.4 -0.6 -0.1955
C -13.5574 -22.4860 -3.5044 1.5 0.2 -1.5 -0.1061
H -8.3447 -26.7438 -5.8483 0.3 0.1 0.0 0.0998
H -8.2702 -25.8209 -7.3593 0.4 0.5 -0.3 0.0897
H -9.6888 -26.6864 -6.8993 -0.7 0.1 -0.1 0.0647
H -7.6257 -23.9546 -6.1035 -0.3 0.1 0.4 0.1245
H -7.8306 -24.5446 -4.4776 -0.4 0.2 0.5 0.1189
H -9.3179 -22.3018 -6.0860 0.0 -0.2 0.2 0.1218
H -8.4199 -22.0888 -4.5884 0.2 0.3 0.1 0.1094
H -11.0162 -23.2397 -4.9418 -0.9 -0.5 -0.3 0.0765
H -9.5562 -22.7572 -2.5514 0.3 -0.2 0.7 0.1258
H -10.1397 -24.3882 -2.9437 0.1 -0.3 -0.2 0.0911
H -11.7530 -21.9624 -2.0485 0.4 -0.2 -0.1 0.1198
H -11.6029 -23.5511 -1.3175 0.2 -0.3 0.6 0.1202
H -14.3160 -22.9895 -4.0904 -0.1 -0.1 -0.1 0.0585
H -12.8945 -21.8359 -4.1694 -1.0 -0.5 0.7 0.1131
H -14.0074 -21.9189 -2.7305 -0.6 1.0 0.7 0.0529
C -14.5611 -18.7650 -5.4681 -1.3 0.1 -0.7 -0.0568
O -15.7589 -19.5645 -5.5480 1.0 0.1 0.1 -0.1998
C -16.1096 -20.1616 -4.3403 -1.0 -0.9 1.1 -0.2513
C -17.5860 -19.9637 -4.0901 -0.1 -0.1 0.8 -0.2312
N -18.3965 -20.6579 -5.0583 -0.6 0.2 -2.0 -0.0580
C -19.8049 -20.3005 -4.8150 0.3 1.5 0.8 -0.2027
C -20.8960 -20.7696 -5.7536 1.1 0.8 -0.2 -0.2439
O -20.4157 -20.5670 -7.0688 -0.8 0.2 -0.6 -0.2130
C -21.4423 -20.8999 -8.0374 0.8 1.1 0.2 -0.0704
H -14.5715 -18.3261 -6.4679 0.3 0.6 0.3 0.0893
H -13.6375 -19.3443 -5.4109 -0.1 -0.2 0.6 0.0818
H -14.7206 -18.0333 -4.6450 0.7 -0.3 -0.6 0.0993
H -15.5986 -19.7971 -3.4433 0.4 0.3 -0.3 0.1177
H -15.9616 -21.2541 -4.3665 0.3 0.1 -0.1 0.1051
H -17.8244 -18.9130 -4.0802 0.1 0.9 -0.2 0.1131
H -17.8681 -20.2624 -3.0618 0.3 -0.4 -0.4 0.1139
H -18.1499 -20.2506 -5.9989 -0.3 -0.6 1.2 0.1270
H -19.8932 -19.1512 -4.8650 0.1 -1.3 0.5 0.1409
H -19.9754 -20.6701 -3.7833 -0.5 0.5 -0.4 0.1251
H -21.7731 -20.1518 -5.5226 -0.1 0.0 -0.2 0.1260
H -21.1765 -21.7774 -5.6076 -0.3 -1.5 0.1 0.0964
H -21.5618 -21.9629 -8.0042 -0.3 -0.8 -0.3 0.0722
H -21.1039 -20.5566 -9.0544 -0.4 -0.3 1.2 0.1065
H -22.3928 -20.4251 -7.7234 0.4 -0.1 -0.4 0.0910
C -17.3896 -21.8922 -0.6365 0.3 -0.6 -1.0 -0.1390
O -17.4007 -22.4080 0.6412 0.3 -0.3 0.5 -0.1734
C -16.3006 -21.9005 1.3645 -0.6 -0.2 -0.7 -0.2612
C -16.4145 -22.4703 2.7321 0.9 -0.8 1.0 -0.1819
N -16.2246 -23.9330 2.8251 -1.3 1.3 0.6 -0.0410
C -15.0769 -24.3950 2.1546 1.6 -0.4 -0.4 -0.2582
C -14.7550 -25.8104 2.5697 1.0 -0.4 -0.1 -0.2316
O -15.8232 -26.6690 2.3076 -1.3 -0.6 -0.6 -0.2216
C -15.7137 -28.0113 2.7336 -0.3 -0.9 -0.2 -0.1171
H -18.0630 -22.5132 -1.2356 0.2 0.2 -0.2 0.0861
H -16.3495 -21.9020 -1.0487 -0.6 0.0 -0.1 0.0877
H -17.7501 -20.8826 -0.6259 -0.2 0.9 -0.2 0.0762
H -16.3640 -20.8092 1.3975 0.1 0.2 0.1 0.1149
H -15.3693 -22.1675 0.8091 -0.3 0.1 0.6 0.1142
H -17.3563 -22.1755 3.2187 0.3 -0.1 -0.3 0.1313
H -15.5865 -22.0451 3.3013 0.0 0.2 0.3 0.1164
H -17.0496 -24.4335 2.5312 -0.1 0.0 -0.1 0.1119
H -14.1842 -23.8349 2.4928 -0.3 0.1 0.0 0.1354
H -15.0669 -24.2622 1.0677 -0.2 -0.3 -0.2 0.0965
H -14.6104 -25.7843 3.6431 0.3 -0.1 0.5 0.1168
H -13.8022 -26.1467 2.0796 -0.7 0.1 0.2 0.1335
H -15.0894 -28.6264 2.0239 -0.5 0.6 0.7 0.1034
H -16.7152 -28.5380 2.8744 0.9 1.1 -0.7 0.1060
H -15.3140 -28.0688 3.7338 0.7 0.1 0.4 0.0720
```
Forces are in eV/Å.



(2)
A structure of composition C26H19F8N8S3SbSe4W, computed with the ωB97M-V functional and the def2-TZVPD basis.

Properties
Energy relative to the best compared isomer or geometry (same formula, charge and spin)   6.289 eV
Lowest unoccupied orbital energy (alpha / beta)   -1.5 / -1.5 eV
Strongest force on any atom   0.933 eV/A
HOMO energy (alpha / beta)   -7.9 / -7.9 eV
DFT total energy   -363178.812 eV

XYZ file:
```
70
Properties=species:S:1:pos:R:3:forces:R:3:nbo_charge:R:1
W -1.5224 0.0948 -0.0652 0.2 -0.8 0.5 0.4255
C -3.2622 2.0010 3.6384 -0.1 0.1 -0.1 -0.6913
C -2.4374 1.5373 2.4859 0.4 0.2 0.0 0.2880
N -2.7450 0.5534 1.7106 0.0 -0.1 0.0 -0.2673
N -3.9744 -0.0012 1.9830 -0.1 -0.2 -0.1 -0.4370
C -4.1823 -1.1178 1.3587 0.1 0.0 0.1 0.3159
N -5.3358 -1.7838 1.5907 0.2 0.0 0.1 -0.7787
S -3.0558 -1.8156 0.2344 -0.1 0.1 0.1 -0.0630
C -1.1119 2.0954 2.2466 -0.2 0.0 0.2 0.1748
C -0.5458 3.0435 3.1030 0.0 -0.2 -0.2 -0.2206
C 0.7808 3.3807 2.9533 0.0 -0.1 -0.1 -0.1305
C 1.5117 2.7407 1.9604 0.0 0.1 0.1 -0.2367
C 0.8785 1.8557 1.1198 0.0 0.0 -0.1 0.0799
N -0.4328 1.5599 1.2113 0.0 -0.1 0.2 -0.4444
H -4.1608 1.4000 3.7329 0.1 0.1 0.0 0.2705
H -3.5430 3.0508 3.4945 0.0 -0.1 0.0 0.2399
H -2.6816 1.9206 4.5559 0.1 0.0 0.1 0.2372
H -6.0569 -1.2765 2.0763 0.0 0.0 0.0 0.4105
H -5.6250 -2.4804 0.9283 0.0 0.0 0.0 0.4034
H -1.1433 3.4771 3.8880 -0.1 0.0 0.0 0.2357
H 1.2434 4.1021 3.6122 0.0 0.0 0.0 0.2285
H 2.5664 2.9272 1.8216 0.0 0.0 0.0 0.2317
H 1.4216 1.3691 0.3258 -0.1 0.0 0.0 0.2467
C 2.2512 -5.0050 -1.5035 0.0 0.0 0.0 -0.6659
C 0.9184 -4.3854 -1.6683 0.0 -0.1 0.0 0.3658
N -0.2226 -4.9998 -1.6195 0.1 -0.1 0.1 -0.2403
N -1.1348 -4.0130 -1.7958 0.0 0.0 0.1 -0.3377
C -0.6028 -2.8051 -1.9579 -0.3 -0.1 0.2 0.2819
S -1.5197 -1.3845 -2.2184 0.2 0.3 -0.4 0.0043
N 0.7304 -3.0415 -1.8997 -0.1 0.0 -0.2 -0.2090
N 1.6971 -2.0762 -2.1061 0.0 0.1 0.0 -0.6161
H 2.1187 -6.0540 -1.2549 0.0 0.0 0.0 0.2608
H 2.8009 -4.5116 -0.7014 0.0 0.0 0.0 0.2462
H 2.8384 -4.9314 -2.4199 0.0 0.0 0.0 0.2329
H -2.1226 -4.2002 -1.7266 0.0 0.0 0.0 0.4437
H 2.4074 -2.4183 -2.7392 0.0 0.0 0.1 0.3748
H 2.0710 -1.7657 -1.2147 0.0 0.0 0.0 0.3935
Se -3.7280 3.4266 0.1648 0.0 -0.3 -0.3 -0.3207
Sb -6.1014 2.7259 0.2147 0.0 0.0 0.2 1.0642
Se -6.5537 0.5288 -0.4319 -0.2 0.1 -0.3 -0.5173
Se -7.4709 4.4051 1.0740 0.0 0.0 0.0 -0.4908
Se -2.9689 1.4931 -1.2256 -0.4 0.8 -0.2 0.1822
F 4.5141 3.7781 -6.6521 0.0 0.0 0.0 -0.3210
C 4.9835 3.0531 -5.6255 0.0 0.0 0.0 0.9751
F 5.9091 3.8040 -4.9970 0.0 0.0 0.0 -0.3250
F 5.6444 2.0024 -6.1567 0.0 0.0 0.0 -0.3271
C 3.8976 2.6068 -4.6908 0.0 0.0 0.0 -0.1668
C 2.5608 2.7207 -5.0426 0.0 0.0 0.0 -0.1662
C 1.5788 2.2737 -4.1755 -0.1 0.0 0.0 -0.2046
C 1.9229 1.7086 -2.9468 0.0 0.0 0.0 -0.0039
C 3.2751 1.6021 -2.6055 0.0 0.0 0.1 -0.2177
C 4.2556 2.0472 -3.4702 0.0 0.0 0.0 -0.1691
C 0.9111 1.2347 -2.0573 -0.1 0.0 0.0 -0.1547
C 0.0320 0.8147 -1.3350 0.1 -0.1 0.0 -0.2495
H 2.2871 3.1592 -5.9915 0.0 0.0 0.0 0.2327
H 0.5315 2.3585 -4.4421 0.1 0.0 0.0 0.2293
H 3.5484 1.1691 -1.6500 0.0 0.0 0.0 0.2140
H 5.2999 1.9670 -3.1987 0.0 0.0 0.0 0.2269
F 0.8680 -3.0506 5.5742 0.0 0.0 0.0 -0.3032
C 0.6466 -2.7992 4.2662 0.0 0.0 -0.1 0.1918
C -0.5397 -2.0227 3.8140 0.1 0.1 0.1 0.4198
F -1.6320 -2.6349 3.4282 -0.1 -0.1 -0.1 -0.2663
C -0.2115 -0.6729 3.4765 0.0 0.0 0.0 0.0974
F 0.5683 -0.0896 4.4699 0.0 0.0 -0.1 -0.3639
C 0.6004 -1.3170 2.4509 0.0 0.0 0.0 -0.1457
S 0.2938 -1.5031 0.7934 0.1 0.1 0.0 -0.0749
C 1.6227 -2.1922 3.1546 -0.1 0.0 0.0 0.2385
F 2.9041 -1.7933 3.2801 0.1 0.0 0.0 -0.3065
C 1.1483 -3.5323 3.1575 0.1 0.0 0.0 0.2650
F 0.5850 -4.3138 2.2349 0.0 0.0 0.0 -0.2957
```
Forces are in eV/Å.